Computed, not measured: a cluster of 2 separate species, C5H9N3 in total, with ωB97M-V with the def2-TZVPD basis set.

Cartesian coordinates (Å):
N  1.882  0.804  -0.777
N  0.606  -0.710  0.552
N  -0.355  2.542  -0.942
C  -1.270  1.475  0.994
C  -0.204  -2.922  -0.207
C  -0.329  1.547  -0.170
C  0.712  0.428  -0.341
C  -0.136  -1.612  -0.096
H  -0.718  1.480  1.936
H  -0.195  -0.551  -1.105
H  2.550  0.039  -0.821
H  -1.092  -3.410  -0.586
H  0.637  -3.548  0.060
H  -1.884  0.574  0.948
H  -1.932  2.337  0.980
H  0.393  2.493  -1.639
H  1.335  -0.965  1.216

electronic energy = -9796.5458 eV
M = 111.1 g/mol
net charge = 0
energy above the lowest of the compared OMol25 structures with the same formula, charge and spin = 474.8 kJ/mol
gap between HOMO and LUMO = 8.34 eV